# 1
The following is a DFT calculation (ωB97M-V/def2-TZVPD) of an isolated molecule of C4H5NOS2.

Geometry as XYZ:
```
13
Properties=species:S:1:pos:R:3:forces:R:3
C 0.764285 1.716864 0.700154 -2.523 -0.951 0.343
C 0.442789 0.518232 0.118162 1.462 0.713 -0.077
C 1.498725 -0.483816 -0.395387 -0.895 -0.634 0.550
S 3.081291 -0.153835 -0.181783 -0.929 -0.674 -0.520
N -0.920741 0.141902 -0.015986 -1.114 -0.475 -0.484
S -1.348606 -1.464565 0.416667 0.072 0.400 0.960
C -1.958561 0.989098 -0.473279 -2.292 -1.538 1.369
O -3.180945 0.716094 -0.365857 4.258 1.078 -0.754
H 1.776904 2.093100 0.873926 -0.558 -0.227 -0.348
H -0.170447 2.238880 1.144772 2.040 -0.529 -0.732
H 1.066556 -1.541971 -0.775701 1.141 2.675 0.680
H -1.509269 -1.949067 -0.796568 -0.115 -0.223 -0.741
H -1.477384 1.889125 -0.863707 -0.547 0.384 -0.245
```
Positions in Å, forces in eV/Å.

Its HOMO-LUMO gap is 7.84 eV. The calculation puts the lowest unoccupied orbital energy at -1.24 eV. Its calculated total energy is -1081.700144 hartree. Its multiplicity is 1. As for the largest force on an atom: 4.46 eV/A. Its net charge is 0. The HOMO energy comes out at -9.08 eV. The value obtained for the relative energy (zero: lowest compared OMol25 entry of this formula, charge and spin) is 244.5 kJ/mol.

# 2
The following is a DFT calculation (ωB97M-V/def2-TZVPD) of an isolated molecule of C25H29N3O4S.

Geometry as XYZ:
```
62
Properties=species:S:1:pos:R:3:forces:R:3
C 4.153007 4.487518 -1.483154 -0.112 -0.223 0.023
C 3.201521 3.385135 -1.038783 -0.019 0.218 0.159
C 2.392641 3.813627 0.187096 0.028 0.033 -0.377
N 1.497288 2.761735 0.636896 0.286 0.152 -0.022
C 2.030412 1.811090 1.587786 -0.187 0.114 0.426
C 1.855169 2.279429 3.037441 0.157 -0.278 -0.115
C 2.403683 1.248886 4.014786 -0.089 0.239 -0.065
C 0.241109 2.752541 0.142385 -0.274 -0.285 0.109
O -0.158989 3.590579 -0.642270 -0.157 0.190 -0.253
C -0.682950 1.636391 0.608425 -0.012 -0.220 -0.226
S -0.207047 0.045800 -0.140371 0.443 0.177 0.078
C -1.659884 -0.367963 -1.038693 -0.344 0.755 0.330
N -2.658791 0.432338 -0.971138 0.234 0.103 0.194
C -3.787969 0.152316 -1.685336 -0.202 -0.536 -0.440
C -4.873282 1.033194 -1.629480 -0.082 -0.066 -0.083
C -6.010397 0.759467 -2.353353 0.084 0.083 0.101
C -6.097739 -0.388106 -3.142415 -0.003 -0.177 -0.119
C -5.039625 -1.265198 -3.205701 0.026 -0.027 -0.001
C -3.875328 -1.004225 -2.479782 -0.248 0.393 0.148
C -2.749965 -1.923521 -2.523062 0.058 0.138 0.039
O -2.711804 -2.971664 -3.136039 -0.005 -0.143 -0.072
N -1.637446 -1.524736 -1.764931 -0.262 -0.066 -0.202
C -0.506502 -2.425452 -1.780959 0.385 -0.510 -0.028
C -0.774917 -3.757687 -1.040336 -0.667 0.268 0.093
C -1.647722 -3.580230 0.206950 -0.134 -0.545 -0.466
O -1.051034 -2.692530 1.121646 0.365 0.166 0.186
C 0.286275 -2.932282 1.310624 -0.052 -0.130 -0.020
C 0.919056 -2.328665 2.389109 -0.081 -0.076 -0.136
C 2.260183 -2.557796 2.627414 -0.035 0.054 0.080
C 2.978421 -3.400485 1.794184 0.089 -0.049 -0.066
C 2.363312 -3.989265 0.706562 -0.180 0.031 -0.032
C 1.019507 -3.751657 0.447789 -0.023 0.082 0.031
O 0.456047 -4.335215 -0.661623 0.406 -0.073 0.171
H 3.597664 5.387223 -1.736363 -0.012 0.142 -0.046
H 4.857296 4.730006 -0.689805 0.112 0.078 0.051
H 4.716288 4.173450 -2.358125 0.093 0.056 -0.076
H 2.505682 3.149286 -1.845118 -0.040 -0.081 0.023
H 3.767522 2.479633 -0.806703 -0.035 -0.068 -0.012
H 3.060458 4.080878 1.009255 -0.008 0.016 0.028
H 1.780846 4.681090 -0.071202 0.133 -0.040 0.100
H 3.095715 1.686148 1.376400 -0.044 -0.098 -0.039
H 1.561534 0.834001 1.454415 0.130 -0.001 0.055
H 2.372885 3.230747 3.175167 -0.058 0.068 -0.037
H 0.796356 2.453210 3.239371 -0.032 0.062 -0.051
H 3.462840 1.078948 3.835162 0.136 -0.077 0.029
H 1.881512 0.302395 3.899390 -0.035 -0.163 0.031
H 2.278963 1.591013 5.039022 0.031 -0.055 0.115
H -0.677451 1.506559 1.688798 -0.032 -0.001 0.019
H -1.691572 1.835319 0.243161 0.172 0.091 0.141
H -4.789309 1.918396 -1.019462 0.028 0.090 0.069
H -6.847023 1.441404 -2.312937 -0.062 0.062 0.011
H -6.998321 -0.584711 -3.703951 -0.064 -0.028 -0.050
H -5.077330 -2.160612 -3.807446 -0.033 -0.070 -0.056
H -0.269362 -2.658268 -2.823029 0.051 0.082 0.173
H 0.351266 -1.929163 -1.322238 -0.090 -0.099 -0.121
H -1.252440 -4.467966 -1.720645 0.067 0.152 0.155
H -1.779741 -4.567667 0.671545 -0.010 0.123 -0.064
H -2.629132 -3.171892 -0.038971 0.091 -0.072 0.016
H 0.328912 -1.693101 3.030276 -0.094 0.089 0.096
H 2.743914 -2.089116 3.470597 0.035 0.049 0.087
H 4.022399 -3.593065 1.986405 0.100 -0.023 0.011
H 2.903389 -4.637510 0.035361 0.074 -0.079 -0.102
```
Positions in Å, forces in eV/Å.

Its HOMO-LUMO gap is 8.86 eV. The calculation puts the lowest unoccupied orbital energy at 0.50 eV. Its calculated total energy is -1833.516939 hartree. Its multiplicity is 1. As for the largest force on an atom: 0.89 eV/A. Its net charge is 0. The HOMO energy comes out at -8.37 eV. The value obtained for the relative energy (zero: lowest compared OMol25 entry of this formula, charge and spin) is 108.2 kJ/mol.

# 3
The following is a DFT calculation (ωB97M-V/def2-TZVPD) of an isolated molecule of C18H28O10S.

Geometry as XYZ:
```
57
Properties=species:S:1:pos:R:3:forces:R:3
C -3.284190 -2.184813 1.256400 0.080 0.412 0.094
C -3.648901 -0.901477 1.986205 -0.128 -0.511 0.311
O -3.088771 0.244807 1.329208 -0.225 0.158 -0.097
C -1.842622 0.567307 1.626233 0.142 0.398 -0.055
O -1.163672 0.024078 2.457888 -0.029 -0.093 0.128
C -1.366038 1.793910 0.846742 0.028 -0.120 0.017
C -2.075028 2.017580 -0.486149 0.088 0.215 0.430
O -2.352323 3.112396 -0.897797 -0.035 0.152 -0.079
O -2.285121 0.884243 -1.140573 0.095 -0.272 -0.034
C -2.920532 0.950812 -2.423202 -0.271 0.162 -0.501
C -4.427842 0.810423 -2.284616 0.395 0.052 0.169
C 0.170355 1.769670 0.692995 -0.451 -0.146 0.053
C 0.752370 3.152477 0.487181 0.704 -0.385 -0.185
S 2.497418 2.731934 0.184518 0.093 0.245 -0.336
O 3.164282 2.561635 1.445463 -0.163 -0.304 0.437
O 3.103278 3.623766 -0.764344 -0.199 0.071 -0.324
C 2.191626 1.097571 -0.567887 0.108 0.716 0.224
C 0.681318 0.910169 -0.482717 -0.291 -0.313 0.192
C 0.267991 -0.573555 -0.392033 0.148 -0.125 -0.117
C 0.619087 -1.323798 0.891321 -0.389 -0.239 -0.337
O 0.071118 -2.352239 1.192341 0.117 -0.029 0.018
O 1.580663 -0.741782 1.578814 0.374 0.304 0.015
C 1.945505 -1.294733 2.848147 0.113 -0.292 0.470
C 3.297585 -0.717795 3.226143 -0.356 -0.036 -0.250
C 0.890043 -1.296772 -1.587499 -0.563 0.143 0.308
O 0.440767 -1.244695 -2.699992 -0.005 0.064 -0.229
O 1.987091 -1.951280 -1.233932 0.293 -0.068 0.255
C 2.701905 -2.648136 -2.261749 0.207 -0.159 -0.504
C 3.643059 -1.715677 -3.009239 -0.312 -0.100 0.265
H -3.794745 -3.021722 1.723692 -0.077 -0.116 0.041
H -3.586652 -2.123043 0.213759 -0.067 -0.037 -0.112
H -2.211380 -2.359071 1.304765 0.020 -0.042 -0.009
H -3.283785 -0.930441 3.017121 -0.135 0.049 -0.130
H -4.726905 -0.727796 1.974690 0.152 0.028 0.035
H -1.616900 2.659930 1.472680 -0.039 -0.144 -0.101
H -2.490864 0.124236 -2.993384 -0.003 0.127 0.074
H -2.665541 1.905202 -2.894061 0.027 -0.207 0.033
H -4.673432 -0.115246 -1.770513 -0.065 -0.097 0.019
H -4.884650 0.802594 -3.269821 -0.071 -0.004 -0.105
H -4.828821 1.645494 -1.715254 -0.076 0.061 0.017
H 0.580593 1.364243 1.623795 -0.144 0.060 -0.113
H 0.687528 3.787098 1.364320 0.123 0.082 0.076
H 0.354367 3.659806 -0.387231 -0.009 0.059 -0.133
H 2.562138 1.124304 -1.587480 0.062 0.065 -0.070
H 2.735253 0.368229 0.022389 0.068 0.065 0.036
H 0.235739 1.297226 -1.407084 0.034 -0.042 0.065
H -0.816425 -0.646993 -0.520864 0.250 -0.082 0.020
H 1.169139 -1.010140 3.565701 0.052 -0.070 -0.110
H 1.966229 -2.386443 2.769415 -0.038 0.183 0.018
H 3.278859 0.365062 3.123873 0.043 0.093 0.057
H 4.074015 -1.109788 2.574074 0.106 -0.025 -0.040
H 3.535004 -0.978726 4.252960 0.043 -0.035 0.110
H 3.252975 -3.431234 -1.738299 -0.115 0.076 -0.045
H 1.979656 -3.095654 -2.951271 0.110 0.002 0.160
H 3.073444 -0.958337 -3.542161 -0.009 0.058 -0.074
H 4.221956 -2.287418 -3.728560 0.088 -0.038 -0.089
H 4.322765 -1.227405 -2.315093 0.106 0.031 0.033
```
Positions in Å, forces in eV/Å.

Its HOMO-LUMO gap is 11.04 eV. The calculation puts the lowest unoccupied orbital energy at 0.67 eV. Its calculated total energy is -1853.334104 hartree. Its multiplicity is 1. As for the largest force on an atom: 0.82 eV/A. Its net charge is 0. The HOMO energy comes out at -10.37 eV. The value obtained for the relative energy (zero: lowest compared OMol25 entry of this formula, charge and spin) is 0.0 kJ/mol.

# 4
The following is a DFT calculation (ωB97M-V/def2-TZVPD) of a cluster of 2 separate species, C24H41ClF4N4O2 in total.

Geometry as XYZ:
```
76
Properties=species:S:1:pos:R:3:forces:R:3
C -3.699397 0.232112 -0.577302 0.541 0.846 -0.024
C -3.966560 1.644161 -0.000343 -0.346 -0.749 0.307
C -3.083563 2.009028 1.191524 0.083 0.471 -0.059
C -1.762450 2.685185 0.811877 -0.383 -0.200 -0.135
C -0.881649 1.963961 -0.194960 0.760 0.838 -0.131
N -0.030837 0.831555 0.295157 -1.054 -0.725 0.146
C 0.053403 -0.347442 -0.581618 0.162 -0.058 -0.198
C -0.471738 -1.670274 -0.037538 0.125 -0.262 -0.006
F 0.255946 -2.630861 -0.684809 0.086 -0.231 -0.186
C -0.311713 -1.842798 1.482035 0.081 -0.008 -0.004
Cl 1.414340 -2.248370 1.809066 0.022 0.062 -0.016
C -1.244934 -2.894411 2.055635 0.572 -0.293 0.026
C -1.026185 -4.326116 1.552300 -0.205 -0.252 0.290
C -0.010648 -5.147923 2.367994 -0.253 -0.174 -0.178
N -0.546753 -0.593621 2.196607 0.106 -0.267 -0.220
C -0.018314 0.560736 1.619850 0.161 0.060 -0.276
N 0.554445 1.381664 2.444735 -0.309 0.642 0.266
C 1.209950 2.632152 2.079541 0.218 0.186 0.068
C 1.010598 3.685355 3.164466 -0.135 -0.017 -0.346
C 1.767882 5.008750 2.897146 0.168 -0.495 0.239
C 2.670310 5.023691 1.674191 -0.015 0.588 -0.015
N 1.921611 5.004398 0.429427 -0.151 -0.131 -0.428
C 0.766407 5.694083 0.154593 -0.267 -0.240 -0.694
C 0.365935 5.389133 -1.137960 0.423 -0.036 0.623
C 1.315467 4.480818 -1.667921 0.350 0.164 0.764
C 2.261229 4.268852 -0.674696 -0.540 0.005 -0.766
H -3.267294 0.307663 -1.572326 -0.123 -0.214 -0.201
H -2.946188 -0.256271 0.038315 -0.096 -0.305 0.112
H -4.597012 -0.369376 -0.617207 -0.065 -0.181 -0.044
H -3.910109 2.405707 -0.774339 0.073 0.131 -0.070
H -4.993031 1.648297 0.359599 -0.135 0.150 -0.041
H -2.946391 1.138719 1.835547 0.054 -0.160 0.019
H -3.620311 2.739259 1.797176 -0.034 0.003 0.166
H -1.219318 2.991351 1.702232 0.027 -0.046 0.057
H -2.035702 3.620208 0.322697 0.076 0.112 -0.109
H -1.497282 1.585035 -1.003149 -0.063 -0.282 0.002
H -0.223929 2.704076 -0.655220 0.068 -0.038 -0.005
H -0.438912 -0.133358 -1.523272 -0.121 0.104 -0.059
H 1.097227 -0.531414 -0.827092 0.162 0.046 0.079
H -1.504850 -1.876899 -0.311974 -0.246 0.300 0.147
H -2.269606 -2.578796 1.851182 -0.083 0.147 -0.064
H -1.082494 -2.887154 3.133315 -0.206 0.068 0.158
H -0.779150 -4.360452 0.496384 0.010 0.112 -0.125
H -1.986489 -4.827546 1.646779 -0.154 0.027 -0.097
H -0.477552 -6.070869 2.703298 -0.030 -0.092 0.047
H 0.840065 -5.445591 1.765628 0.244 0.155 0.027
H 0.323298 -4.624098 3.258603 0.180 0.097 0.039
H -1.515789 -0.475171 2.467812 -0.036 0.059 0.062
H 0.557423 1.119652 3.420349 -0.097 -0.135 0.053
H 2.263140 2.408723 1.926973 0.137 -0.101 0.043
H 0.827694 2.997166 1.135349 -0.037 -0.137 -0.028
H 1.280310 3.253565 4.127303 0.122 0.075 0.132
H -0.053822 3.909245 3.204387 -0.127 -0.057 0.167
H 1.044529 5.811802 2.820634 -0.014 0.186 -0.020
H 2.392340 5.243950 3.755285 0.046 0.035 0.105
H 3.369539 4.195011 1.659792 0.034 -0.178 0.002
H 3.285256 5.923270 1.718111 -0.002 0.105 -0.054
H 0.287414 6.346774 0.858527 0.097 0.093 0.175
H -0.498756 5.778356 -1.642421 -0.107 0.102 -0.004
H 1.306555 4.048541 -2.650942 0.099 -0.092 -0.093
H 3.125821 3.631216 -0.714627 0.177 0.034 0.221
C 2.331730 -3.392889 -3.010392 -0.049 -0.011 0.199
C 1.243950 -3.250756 -4.071064 -0.206 0.539 -0.119
O 1.241645 -4.210484 -5.082842 0.621 -0.378 0.156
C 0.519240 -5.471189 -4.770270 -0.732 -0.019 0.020
O -0.630149 -5.314636 -4.199661 0.109 0.001 0.095
C 1.434376 -6.443710 -3.961141 0.339 0.153 -0.137
F 2.748012 -6.404273 -4.330169 -0.083 -0.016 0.081
F 1.038753 -7.717607 -4.174262 -0.052 -0.086 -0.038
F 1.419202 -6.278411 -2.621024 -0.020 0.036 0.040
H 3.297860 -3.637056 -3.453079 -0.007 0.033 -0.087
H 2.426880 -2.447138 -2.462133 0.043 0.012 -0.042
H 2.087146 -4.160542 -2.281026 0.029 -0.060 -0.012
H 1.403733 -2.290136 -4.579688 -0.019 -0.012 -0.044
H 0.252208 -3.200825 -3.602679 0.023 -0.133 0.070
H 0.536010 -5.944756 -5.782278 -0.028 0.099 -0.030
```
Positions in Å, forces in eV/Å.

Its HOMO-LUMO gap is 3.77 eV. The calculation puts the lowest unoccupied orbital energy at -1.47 eV. Its calculated total energy is -2168.110417 hartree. Its multiplicity is 1. As for the largest force on an atom: 1.29 eV/A. Its net charge is 0. The HOMO energy comes out at -5.23 eV.